[1]
The following is a quantum chemistry calculation of a single C9H10INO2 molecule, from the Open Molecules 2025 dataset.

XYZ file:
```
23
Properties=species:S:1:pos:R:3:forces:R:3:nbo_charge:R:1
C -2.272 1.805 1.678 -0.29 0.29 0.15 0.4214
C -1.219 1.426 1.063 3.14 1.41 1.24 -0.4074
C 0.135 1.527 0.908 -2.88 0.19 2.32 0.4006
C 1.511 1.047 0.884 -1.39 -1.44 0.08 0.2977
C -0.423 0.202 -1.056 4.60 -0.72 -2.31 -0.1328
C 0.850 -0.642 -0.686 0.41 -1.19 1.41 0.1995
C -1.596 -0.256 -0.933 -3.87 -0.97 -0.06 -0.4252
C 0.624 -1.667 0.469 1.76 -0.80 0.15 -0.6328
C 1.506 -1.428 -1.848 1.06 0.02 -1.33 -0.6493
N -3.285 2.232 2.258 0.28 -1.46 1.67 -0.6855
O 1.076 2.413 0.645 0.15 0.95 -1.04 -0.4221
O 1.915 0.199 -0.120 0.23 1.38 -0.14 -0.5243
I -0.101 1.970 -2.205 -0.11 -0.47 -0.17 0.1757
H 2.006 1.029 1.845 0.61 -0.49 -0.22 0.1926
H -2.464 0.390 -1.125 0.31 -0.57 -0.20 0.2257
H -3.578 1.613 3.097 0.30 1.10 -2.02 0.3812
H -1.788 -1.210 -0.465 -0.04 -0.03 0.11 0.2161
H 1.605 -2.293 0.683 -1.76 1.42 -0.86 0.2263
H -0.102 -2.380 0.118 -0.53 -0.35 0.41 0.2135
H 0.421 -1.222 1.453 -0.61 -0.01 -0.52 0.2211
H 2.071 -0.662 -2.390 0.31 -0.15 0.04 0.2378
H 0.852 -1.803 -2.673 -0.14 0.18 1.19 0.2380
H 2.255 -2.287 -1.600 -1.52 1.73 0.13 0.2323
```
Forces are in eV/Å.

Summary:
Gap between HOMO and LUMO (spin up / spin down): 0.280 / 0.280 Eh
Relative energy (zero: lowest compared OMol25 entry of this formula, charge and spin): 178.1 kcal per mole
SMILES: C=C(I)C(C)(C)O[C@H]1OC1=C=C=N
Multiplicity: 1
Calculated total energy: -851.61798 Ha

=====

[2]
The following is a quantum chemistry calculation of a single C9H10N2 molecule, from the Open Molecules 2025 dataset.

XYZ file:
```
21
Properties=species:S:1:pos:R:3:forces:R:3:nbo_charge:R:1
C 2.529 1.075 0.349 1.44 2.27 -0.06 -0.1678
C 3.188 -0.154 0.413 -1.01 0.15 0.33 -0.0995
C 1.191 0.834 -0.008 2.11 -1.86 0.27 -0.1271
C -1.318 -1.142 -0.160 0.75 1.77 -2.27 -0.4293
C -1.156 1.293 -0.650 0.36 1.11 -0.57 -0.5911
C -2.377 0.359 1.458 -1.09 -0.35 -1.03 -0.4094
C 0.110 -1.260 -0.728 -0.24 -5.25 2.63 -0.2233
C 0.303 1.694 -0.589 -1.58 0.89 0.32 0.0827
C -1.646 0.253 0.345 -0.22 -0.48 -1.24 0.0175
N 2.318 -1.147 0.117 0.24 0.15 0.05 -0.1787
N 1.143 -0.599 -0.049 0.61 2.55 0.38 -0.1287
H 2.985 2.144 0.477 -1.01 -2.41 -0.27 0.2471
H 4.214 -0.388 0.657 -0.17 0.02 -0.05 0.2215
H -1.848 -1.343 -1.137 -0.39 0.32 1.20 0.2152
H -1.579 -1.895 0.515 -0.17 -1.13 1.18 0.2150
H -1.691 2.282 -0.573 0.11 -1.14 -0.34 0.2549
H -1.168 0.941 -1.762 -0.56 0.47 1.58 0.2551
H -2.626 -0.637 1.827 -0.08 0.43 0.63 0.1910
H -3.077 1.171 1.730 1.19 -0.13 0.07 0.2149
H 0.405 -2.404 -0.470 -0.65 2.35 -1.43 0.2383
H 0.099 -1.077 -1.762 0.39 0.26 -1.39 0.2016
```
Forces are in eV/Å.

Summary:
Gap between HOMO and LUMO (spin up / spin down): 0.269 / 0.269 Eh
Relative energy (zero: lowest compared OMol25 entry of this formula, charge and spin): 133.5 kcal per mole
Multiplicity: 1
Calculated total energy: -458.25760 Ha

=====

[3]
The following is a quantum chemistry calculation of a molecular structure, C9H10N2O, from the Open Molecules 2025 dataset.

XYZ file:
```
22
Properties=species:S:1:pos:R:3:forces:R:3:nbo_charge:R:1
C 0.548 4.022 -0.476 0.28 2.26 -3.98 -0.5642
C 0.352 2.758 -1.347 -4.35 1.74 1.39 -0.4661
C 0.151 1.367 -0.662 -1.31 3.34 -0.56 0.5224
C 0.146 -0.710 -0.462 1.09 -0.19 1.69 -0.0218
C 0.598 -1.936 -0.004 -1.15 -2.47 -0.75 0.2024
C -0.332 -2.636 0.817 2.62 -2.52 2.48 -0.2968
C -1.169 -2.033 1.732 -4.21 1.50 -0.36 -0.1764
C -1.538 -0.662 1.522 1.17 -2.74 -1.63 -0.3138
C -0.873 -0.261 0.383 -0.06 3.57 1.53 0.2861
H -0.193 4.217 0.261 -0.26 -0.30 0.93 0.2173
H 1.638 4.242 -0.193 -1.86 -0.05 -0.26 0.2162
H 0.007 4.789 -1.468 2.69 -0.83 3.51 0.1686
H 1.042 2.762 -2.121 1.75 -0.77 -0.98 0.2331
H -0.550 3.347 -1.976 1.16 -3.57 1.43 0.2281
H 1.965 -3.469 0.046 -0.31 -0.35 0.53 0.3820
H 2.548 -2.067 -0.656 -2.15 -1.32 0.09 0.3866
H 0.021 -3.701 1.169 -0.86 1.86 -1.15 0.2008
H -1.978 -2.546 2.307 1.63 -0.38 0.09 0.2217
H -2.269 0.036 1.937 0.41 -0.74 0.40 0.2429
N 0.835 0.398 -1.085 -1.34 -2.43 0.73 -0.4366
N 1.668 -2.673 -0.478 2.84 2.55 -1.13 -0.7844
O -0.881 1.109 0.328 2.23 1.84 -4.00 -0.4480
```
Forces are in eV/Å.

Summary:
Gap between HOMO and LUMO: 0.316 Eh
Relative energy (zero: lowest compared OMol25 entry of this formula, charge and spin): 122.1 kcal per mole
Multiplicity: 1
Calculated total energy: -533.54975 Ha

=====

[4]
The following is a quantum chemistry calculation of a single C9H10N2O2 molecule, from the Open Molecules 2025 dataset.

XYZ file:
```
23
Properties=species:S:1:pos:R:3:forces:R:3:nbo_charge:R:1
C -0.544 2.296 1.202 0.72 0.87 0.24 0.3121
C 2.844 -0.032 -0.769 0.65 -1.44 -0.90 -0.2921
C 1.596 0.095 -1.392 -2.07 0.40 0.05 -0.3101
C 2.741 -0.195 0.575 -1.72 1.34 -0.91 -0.0696
C 0.709 0.178 -0.344 -2.59 0.40 1.30 0.0659
C -1.538 -1.601 -0.841 0.06 0.70 -1.37 -0.1262
C -1.674 -1.573 0.751 1.49 0.59 -2.40 -0.0983
C -0.957 0.409 -0.103 1.98 -0.64 -1.21 0.5508
C -1.286 1.877 0.036 -2.05 -0.89 2.30 -0.5403
N 0.114 2.540 2.109 -0.20 0.09 0.08 -0.3381
N 1.406 0.007 0.833 -0.21 -0.05 -0.15 -0.5230
O -1.692 -0.173 -1.163 1.18 -0.56 1.51 -0.5210
O -1.305 -0.239 1.091 -0.14 0.45 -0.71 -0.5391
H 3.660 -0.333 -1.337 1.73 -0.06 -0.73 0.2087
H 1.263 0.043 -2.444 0.73 0.22 0.74 0.2319
H 3.476 -0.329 1.310 0.62 -0.14 0.85 0.2160
H -0.558 -1.966 -1.268 -0.70 0.46 1.06 0.1984
H -2.280 -2.032 -1.545 -0.07 -0.32 1.34 0.2137
H -2.691 -1.643 1.003 -1.16 -0.92 0.76 0.1987
H -0.911 -2.172 1.218 -0.43 -0.96 0.26 0.2057
H -2.375 2.141 0.240 1.14 -0.91 -0.41 0.2632
H -1.012 2.322 -0.839 1.01 1.67 -2.20 0.2609
H 1.015 0.379 1.678 0.03 -0.30 0.51 0.4316
```
Forces are in eV/Å.

Summary:
Gap between HOMO and LUMO: 0.340 Eh
Relative energy (zero: lowest compared OMol25 entry of this formula, charge and spin): 62.0 kcal per mole
SMILES: N#CCC1(c2ccc[nH]2)OCCO1
Multiplicity: 1
Calculated total energy: -608.86387 Ha

=====

[5]
The following is a quantum chemistry calculation of a single C9H10N2O3S molecule, from the Open Molecules 2025 dataset.

XYZ file:
```
25
Properties=species:S:1:pos:R:3:forces:R:3:nbo_charge:R:1
C -3.183 0.265 -0.389 0.06 0.09 -0.01 -0.1586
C -2.934 -1.107 -0.294 0.07 -0.19 0.04 -0.2609
C -2.188 1.190 -0.208 0.00 0.11 0.08 -0.2799
C -1.662 -1.563 -0.032 -0.07 -0.06 -0.01 -0.1781
C -0.872 0.760 0.072 -0.20 -0.46 0.07 0.2553
C -0.631 -0.644 0.134 -0.69 0.61 -0.15 0.0207
C 1.562 -0.043 0.602 -3.23 3.36 -1.17 0.2721
C 0.496 2.885 0.222 -0.07 0.73 0.04 -0.4282
C 1.143 -2.346 0.270 0.46 -1.11 -0.05 -0.4361
N 0.172 1.519 0.305 3.72 -4.23 0.69 -0.3624
N 0.704 -0.968 0.362 -0.26 0.61 0.62 -0.3480
O 3.827 -1.158 0.446 0.32 0.29 -0.05 -0.9441
O 2.731 -0.186 -1.516 0.46 0.11 0.10 -0.9273
O 3.813 1.283 0.135 -0.09 0.01 0.08 -0.9215
S 3.258 0.008 -0.184 -0.03 -0.08 -0.19 2.4078
H -4.186 0.605 -0.604 -0.06 0.04 -0.03 0.2213
H -3.741 -1.808 -0.428 -0.04 -0.09 -0.01 0.2224
H -2.389 2.247 -0.274 -0.03 0.12 -0.01 0.2207
H -1.475 -2.622 0.044 0.06 -0.12 -0.02 0.2244
H 1.541 3.008 0.510 -0.09 0.05 -0.04 0.2522
H 0.377 3.256 -0.802 0.02 0.00 0.06 0.2094
H -0.134 3.471 0.902 0.10 0.08 -0.06 0.1987
H 0.695 -2.938 1.069 -0.04 0.14 -0.03 0.2217
H 0.845 -2.749 -0.698 -0.03 0.13 0.04 0.2333
H 2.231 -2.364 0.355 -0.32 -0.12 0.01 0.2849
```
Forces are in eV/Å.

Summary:
Gap between HOMO and LUMO (spin up / spin down): 0.257 / 0.257 Eh
Relative energy (zero: lowest compared OMol25 entry of this formula, charge and spin): 78.7 kcal per mole
Multiplicity: 1
Calculated total energy: -1082.23464 Ha

=====

[6]
The following is a quantum chemistry calculation of a single C9H10N2OS molecule, from the Open Molecules 2025 dataset.

XYZ file:
```
23
Properties=species:S:1:pos:R:3:forces:R:3:nbo_charge:R:1
C -0.770 0.384 -2.982 -0.04 0.06 -0.10 -0.2087
C 0.209 -0.574 -2.776 0.06 -0.02 -0.02 -0.2084
C -1.408 0.989 -1.911 0.06 -0.04 0.01 -0.2311
C 0.560 -0.942 -1.484 0.05 -0.02 0.03 -0.2298
C -1.044 0.658 -0.613 -0.04 0.06 -0.23 0.0091
C -0.076 -0.304 -0.453 0.59 -0.37 3.36 -0.1200
C -2.061 0.265 1.602 -0.21 0.55 -0.23 0.1485
C 2.246 -0.008 1.481 0.69 0.39 0.02 -0.2331
C -1.668 1.311 0.593 0.12 -0.14 -0.09 -0.5226
N -1.326 -0.652 2.040 0.49 -0.90 0.65 -0.6115
N 3.114 -0.769 2.115 0.19 -0.25 0.33 -0.7247
O 0.673 -2.153 1.708 0.22 -1.19 0.13 -0.9601
S 0.375 -0.745 1.601 -2.11 1.57 -3.71 1.4602
H -1.037 0.670 -3.988 -0.05 -0.01 -0.11 0.2143
H 0.712 -1.022 -3.620 0.01 -0.10 -0.09 0.2152
H -2.189 1.715 -2.080 -0.08 0.15 -0.04 0.2093
H 1.310 -1.693 -1.291 0.12 -0.08 0.04 0.2319
H -3.085 0.296 1.965 -0.16 -0.02 0.10 0.1782
H 2.181 0.993 1.921 0.13 0.15 -0.11 0.1486
H -0.918 1.955 1.060 -0.06 0.17 0.01 0.2374
H -2.518 1.923 0.292 0.03 -0.01 0.12 0.2264
H 3.548 -0.568 3.011 -0.05 0.06 -0.20 0.3720
H 3.172 -1.731 1.810 0.03 -0.01 0.13 0.3988
```
Forces are in eV/Å.

Summary:
Gap between HOMO and LUMO: 0.296 Eh
Relative energy (zero: lowest compared OMol25 entry of this formula, charge and spin): 109.0 kcal per mole
SMILES: NC=[S@@]1(=O)N=CCc2ccccc21
Multiplicity: 1
Calculated total energy: -931.72480 Ha